Record 1
The following is a DFT calculation (ωB97M-V/def2-TZVPD) of C22H41B3BrFO18 as an isolated structure.

Output
HOMO energy ... -0.392 hartree
Max |F| ... 1.65 eV/A
LUMO level ... -0.15 eV

Atoms and positions in Å:
1 C 5.837 3.868 3.841
2 C 4.726 3.640 4.229
3 B 3.193 3.710 4.385
4 O 2.560 4.826 4.984
5 B 1.841 5.408 3.950
6 F 1.715 6.689 3.806
7 O 1.261 4.572 3.016
8 B 1.188 3.327 3.635
9 Br -0.518 2.612 4.166
10 O 2.399 2.702 3.876
11 H 6.765 4.084 3.385
12 C 2.492 -0.433 1.739
13 C 2.733 0.966 1.211
14 O 3.654 0.964 0.108
15 C 3.157 0.547 -1.052
16 O 2.023 0.193 -1.256
17 O 4.136 0.569 -1.955
18 C 3.764 0.051 -3.236
19 H 3.438 -0.912 1.993
20 H 1.860 -0.401 2.627
21 H 2.002 -1.059 0.993
22 H 3.193 1.568 1.987
23 H 1.799 1.456 0.924
24 H 2.879 0.554 -3.622
25 H 3.593 -1.022 -3.173
26 H 4.596 0.236 -3.910
27 C -1.742 -2.787 -6.613
28 C -1.102 -3.994 -5.961
29 O 0.033 -3.627 -5.165
30 C -0.255 -3.063 -3.993
31 O -1.360 -2.856 -3.559
32 O 0.887 -2.750 -3.389
33 C 0.723 -2.044 -2.148
34 H -1.004 -2.225 -7.188
35 H -2.549 -3.095 -7.278
36 H -2.154 -2.109 -5.867
37 H -0.726 -4.669 -6.728
38 H -1.819 -4.553 -5.359
39 H 0.070 -2.594 -1.469
40 H 0.331 -1.051 -2.334
41 H 1.699 -1.957 -1.697
42 C -8.689 -2.535 -9.138
43 C -7.354 -3.241 -9.243
44 O -6.314 -2.513 -8.574
45 C -6.321 -2.597 -7.244
46 O -7.093 -3.230 -6.575
47 O -5.319 -1.847 -6.781
48 C -5.260 -1.771 -5.355
49 H -8.608 -1.509 -9.501
50 H -9.445 -3.059 -9.724
51 H -9.030 -2.487 -8.104
52 H -7.053 -3.300 -10.287
53 H -7.406 -4.261 -8.860
54 H -5.231 -2.762 -4.907
55 H -6.110 -1.207 -4.973
56 H -4.344 -1.246 -5.094
57 C 4.341 5.619 7.407
58 C 5.655 4.902 7.249
59 O 6.743 5.603 7.873
60 C 6.799 5.509 9.199
61 O 6.047 4.889 9.903
62 O 7.839 6.235 9.620
63 C 7.966 6.299 11.041
64 H 4.409 6.646 7.045
65 H 3.571 5.095 6.846
66 H 4.036 5.668 8.453
67 H 5.897 4.848 6.195
68 H 5.599 3.880 7.628
69 H 7.993 5.303 11.479
70 H 7.147 6.877 11.465
71 H 8.904 6.804 11.255
72 C -4.118 -1.889 -0.777
73 C -3.466 -3.252 -0.885
74 O -2.808 -3.619 0.340
75 C -3.608 -4.013 1.327
76 O -4.806 -4.103 1.282
77 O -2.846 -4.285 2.390
78 C -3.586 -4.635 3.560
79 H -3.389 -1.142 -0.459
80 H -4.536 -1.590 -1.739
81 H -4.921 -1.891 -0.041
82 H -2.692 -3.222 -1.649
83 H -4.184 -4.019 -1.176
84 H -4.272 -5.456 3.361
85 H -4.130 -3.768 3.933
86 H -2.867 -4.951 4.311



Record 2
The following is a DFT calculation (ωB97M-V/def2-TZVPD) of an isolated ion of composition C5H6N and charge +1.

Output
HOMO energy (alpha / beta) ... -0.508 / -0.521 hartree
Max |F| ... 4.39 eV/A
LUMO level (alpha / beta) ... -6.43 / -5.42 eV
Relative energy (zero: lowest compared OMol25 entry of this formula, charge and spin) ... 7.5090 eV
Charge ... +1

Atoms and positions in Å:
1 C 0.183 1.133 -0.203
2 C -1.950 -0.083 -0.795
3 C 2.012 -0.517 -0.303
4 C -1.564 -0.437 0.401
5 C -0.299 0.288 0.862
6 N 0.922 0.084 0.028
7 H 0.600 1.990 -0.508
8 H 2.389 -1.275 0.430
9 H 2.556 -0.399 -1.311
10 H -2.585 -0.199 -1.548
11 H -2.193 -1.060 1.077
12 H -0.070 0.474 1.869



Record 3
The following is a DFT calculation (ωB97M-V/def2-TZVPD) of a 2-piece molecular cluster, C6H9NO overall.

Output
HOMO energy (alpha / beta) ... 0.047 / -0.157 hartree
Spin multiplicity ... 2
Max |F| ... 6.20 eV/A
LUMO level (alpha / beta) ... 3.91 / 3.86 eV
Relative energy (zero: lowest compared OMol25 entry of this formula, charge and spin) ... 2.9377 eV
Charge ... -1

Atoms and positions in Å:
1 C -1.180 -1.278 -0.214
2 C -1.712 -0.156 0.447
3 N -1.001 0.963 0.204
4 C 0.074 0.634 -0.725
5 C 0.007 -0.833 -0.895
6 C 1.029 1.517 -2.778
7 C 1.128 1.222 -1.499
8 H -1.393 -2.362 -0.148
9 H -2.649 0.053 1.086
10 H -1.066 1.824 0.636
11 H 0.625 -1.532 -1.343
12 H -0.028 1.234 -3.159
13 H 1.637 1.884 -3.558
14 H 2.053 1.293 -0.942
15 H 2.017 -1.522 4.292
16 H 0.567 -1.984 3.473
17 O 1.147 -1.533 4.028



Record 4
The following is a DFT calculation (ωB97M-V/def2-TZVPD) of a 4-piece molecular cluster, CH11N3O3 overall.

Output
HOMO energy (alpha / beta) ... -0.551 / -0.551 hartree
Spin multiplicity ... 2
Max |F| ... 2.40 eV/A
LUMO level (alpha / beta) ... -4.02 / -7.64 eV
Relative energy (zero: lowest compared OMol25 entry of this formula, charge and spin) ... 0.0000 eV
Charge ... +1

Atoms and positions in Å:
1 N 0.530 -1.367 1.228
2 C -0.444 -0.649 0.711
3 N -1.643 -1.258 0.467
4 N -0.292 0.692 0.496
5 H 0.429 -2.358 1.213
6 H 1.505 -0.967 1.202
7 H -2.403 -0.570 0.496
8 H -1.830 -1.951 1.160
9 H -0.069 1.223 1.337
10 H 2.479 0.276 -0.576
11 H 3.894 0.359 -0.056
12 O 3.105 -0.164 0.013
13 H -3.097 1.158 -1.321
14 H -2.195 1.649 -0.165
15 O -2.965 1.112 -0.359
16 H 1.078 1.475 -2.646
17 H 0.646 1.004 -1.202
18 O 1.383 1.022 -1.835



Record 5
The following is a DFT calculation (ωB97M-V/def2-TZVPD) of an isolated ion of composition C5H12NO and charge +2.

Output
HOMO energy (alpha / beta) ... -0.708 / -0.696 hartree
Spin multiplicity ... 2
Max |F| ... 5.72 eV/A
LUMO level (alpha / beta) ... -10.13 / -13.14 eV
Relative energy (zero: lowest compared OMol25 entry of this formula, charge and spin) ... 3.5983 eV
Charge ... +2

Atoms and positions in Å:
1 C 1.112 1.238 1.300
2 O -0.232 0.668 1.543
3 C 1.694 0.768 -0.104
4 C 0.949 -0.447 -0.741
5 C -0.468 0.085 -1.211
6 C -1.606 -0.564 -1.017
7 N -1.933 -1.373 0.213
8 H 1.768 0.576 1.915
9 H 0.990 2.325 1.236
10 H -0.754 1.399 1.975
11 H 2.779 0.668 0.137
12 H 1.843 1.478 -1.006
13 H 0.978 -1.425 -0.240
14 H 1.449 -0.624 -1.707
15 H -0.440 0.979 -1.835
16 H -2.271 -1.021 -1.831
17 H -1.504 -2.346 0.008
18 H -1.464 -0.858 0.922
19 H -2.892 -1.525 0.443



Record 6
The following is a DFT calculation (ωB97M-V/def2-TZVPD) of C5H8O as an isolated structure.

Output
HOMO energy ... -0.318 hartree
Max |F| ... 0.47 eV/A
LUMO level ... 0.70 eV
Relative energy (zero: lowest compared OMol25 entry of this formula, charge and spin) ... 5.6198 eV

Atoms and positions in Å:
1 C 1.319 -0.367 0.466
2 C 0.632 0.697 -0.352
3 C -0.758 0.530 -0.991
4 C -1.713 -0.105 -0.004
5 O -1.334 0.730 0.982
6 C -0.502 1.520 0.104
7 H 0.613 -0.869 1.130
8 H 2.111 0.070 1.079
9 H 1.767 -1.120 -0.188
10 H 1.286 1.251 -1.024
11 H -0.917 0.648 -2.053
12 H -0.736 -3.090 0.392
13 H -1.160 -2.489 0.308
14 H -0.607 2.595 0.151